[1]
Formula: C37H60BrIN3O8RbS3Si
Source: the OMol25 dataset
Level of theory: ωB97M-V with the def2-TZVPD basis set

As for the multiplicity: 1. For the energy above the lowest of the compared OMol25 structures with the same formula, charge and spin, the calculation gives 49.1 kcal per mole. Its charge is -2. The calculation puts the orbital gap at 7.3 eV.

Each line ends with the Mulliken charge.
Atoms and positions in Å:
Rb1 1.24 0.84 2.01  0.671
O1 2.85 2.57 6.35  -0.831
C1 2.20 2.08 5.41  0.047
O2 1.89 2.56 4.31  -0.535
C2 1.59 0.62 5.74  0.667
C3 1.71 0.16 7.05  -0.817
C4 1.21 -1.08 7.29  -0.534
C5 0.46 -1.78 6.33  -0.624
C6 0.39 -1.24 5.04  -0.034
N1 0.93 -0.05 4.75  0.415
C7 -0.17 -2.01 3.81  -0.081
O3 -0.67 -3.13 4.07  -0.814
O4 -0.02 -1.42 2.72  0.002
H1 2.40 0.66 7.72  0.459
H2 1.37 -1.52 8.20  0.511
H3 -0.04 -2.70 6.51  0.525
C8 -3.48 -3.05 -2.36  1.095
C9 -3.41 -4.22 -1.42  -0.820
S1 -3.56 -3.99 0.30  -0.203
C10 -1.95 -3.39 0.71  -0.841
C11 -1.40 -2.11 0.05  1.539
S2 -2.17 -0.50 -0.10  0.353
C12 -4.00 -0.63 0.00  -1.062
C13 -4.66 -0.62 -1.40  -0.304
S3 -5.09 -2.23 -2.12  -0.266
H4 -3.41 -3.53 -3.35  0.521
H5 -2.74 -2.23 -2.31  -1.417
H6 -2.46 -4.75 -1.65  0.258
H7 -4.18 -4.89 -1.65  0.578
H8 -1.11 -4.09 0.50  0.319
H9 -1.88 -3.28 1.82  0.106
H10 -1.04 -2.41 -0.98  -0.787
H11 -0.58 -1.94 0.71  -0.438
H12 -4.28 0.29 0.47  0.580
H13 -4.33 -1.50 0.58  0.374
H14 -4.01 -0.06 -2.14  0.072
H15 -5.62 -0.12 -1.33  0.486
Br1 -4.69 1.86 5.38  -0.214
C14 -2.97 2.69 5.62  0.028
C15 -2.34 2.46 6.83  -0.412
C16 -1.06 2.93 7.00  -0.632
C17 -0.37 3.55 5.91  -0.877
C18 -0.97 3.70 4.71  0.014
C19 -2.25 3.18 4.53  0.183
I1 -3.12 3.58 2.64  0.173
H16 -2.79 2.01 7.71  0.360
H17 -0.51 2.83 7.91  0.395
H18 0.61 3.88 6.03  0.667
H19 -0.43 4.16 3.91  0.195
C20 -3.11 3.92 -3.01  -1.363
C21 -2.73 3.35 -1.61  -0.245
N2 -1.45 3.77 -1.07  0.649
C22 -0.33 2.90 -1.26  -0.262
C23 -0.47 2.12 -2.61  -0.033
C24 -1.46 4.84 -0.22  0.862
C25 -0.23 4.81 0.68  -1.174
N3 -2.29 5.77 -0.09  -0.811
H20 -4.20 3.77 -3.13  0.442
H21 -2.66 3.34 -3.83  0.331
H22 -2.89 4.94 -3.21  0.297
H23 -2.83 2.28 -1.63  -0.567
H24 -3.50 3.63 -0.86  0.677
H25 -0.24 2.15 -0.48  0.208
H26 0.67 3.42 -1.28  0.139
H27 -1.19 1.27 -2.72  0.067
H28 0.52 1.69 -2.56  -0.913
H29 -0.64 2.78 -3.46  0.334
H30 0.59 5.03 0.07  0.504
H31 -0.16 3.88 1.27  0.050
H32 -0.25 5.50 1.56  0.282
H33 -3.05 5.72 -0.75  0.255
C26 4.62 0.32 -4.09  -1.624
C27 3.88 0.51 -2.76  1.927
C28 3.24 1.96 -2.70  -1.380
C29 4.82 0.37 -1.58  -1.757
O5 2.94 -0.53 -2.75  0.203
Si1 1.51 -0.83 -1.93  -2.535
O6 1.18 0.21 -0.79  -0.093
O7 0.27 -1.04 -3.05  1.395
C30 0.15 -1.84 -4.20  1.655
C31 1.36 -1.86 -5.13  -1.625
C32 -0.25 -3.29 -3.79  -0.412
C33 -1.07 -1.27 -4.94  -1.664
O8 1.62 -2.42 -1.46  0.594
C34 2.59 -2.96 -0.56  1.994
C35 3.76 -3.44 -1.38  -1.802
C36 2.97 -1.90 0.53  -0.667
C37 1.99 -4.21 0.00  -1.332
H34 5.57 0.93 -4.17  0.344
H35 3.86 0.57 -4.83  0.330
H36 4.93 -0.72 -4.18  0.290
H37 4.00 2.77 -2.82  0.433
H38 2.73 2.07 -1.73  0.070
H39 2.55 2.00 -3.51  0.344
H40 5.86 0.71 -1.60  0.473
H41 4.89 -0.67 -1.28  0.390
H42 4.38 0.76 -0.63  0.198
H43 2.19 -2.24 -4.51  0.161
H44 1.60 -0.86 -5.45  0.247
H45 1.14 -2.58 -5.94  0.460
H46 0.70 -3.87 -3.56  0.120
H47 -0.92 -3.74 -4.53  0.500
H48 -0.72 -3.11 -2.86  -0.417
H49 -0.97 -0.24 -5.30  0.328
H50 -1.87 -1.17 -4.22  0.232
H51 -1.36 -1.87 -5.87  0.250
H52 4.26 -2.65 -1.88  0.273
H53 3.44 -4.23 -2.12  0.222
H54 4.42 -3.97 -0.69  0.530
H55 3.46 -1.05 0.10  -0.189
H56 3.71 -2.33 1.25  0.403
H57 2.00 -1.74 1.02  -0.294
H58 1.62 -4.67 -0.93  0.342
H59 1.12 -4.09 0.60  -0.097
H60 2.65 -4.83 0.62  0.394

***

[2]
Formula: C32H93N15O11
Source: the OMol25 dataset
Level of theory: ωB97M-V with the def2-TZVPD basis set

As for the multiplicity: 1. For the energy above the lowest of the compared OMol25 structures with the same formula, charge and spin, the calculation gives 94.2 kcal per mole. Its charge is 0. The calculation puts the orbital gap at 9.1 eV. As for the SMILES: COC[C@H](C)N.COC[C@H](C)N.COC[C@H](C)N.COC[C@H](C)N.COC[C@H](C)N.COC[C@H](C)N.COC[C@H](C)N.NC(N)=O.NC(N)=O.NC(N)=O.NC(N)=O.

Each line ends with the Mulliken charge.
Atoms and positions in Å:
C1 1.34 2.49 4.02  0.074
O1 0.84 3.36 4.99  -0.434
C2 1.15 4.66 4.68  -0.355
C3 0.53 5.63 5.67  0.317
C4 0.81 7.09 5.18  -1.321
N1 0.94 5.47 7.08  -0.733
H1 1.06 1.47 4.30  0.111
H2 2.41 2.61 3.89  0.301
H3 0.79 2.69 3.08  -0.120
H4 2.25 4.77 4.55  0.228
H5 0.79 4.96 3.67  0.176
H6 -0.56 5.54 5.53  0.212
H7 1.84 7.08 4.80  0.304
H8 0.67 7.86 5.92  0.405
H9 0.12 7.25 4.34  0.308
H10 1.89 5.87 7.12  0.307
H11 1.13 4.47 7.21  0.308
C5 -0.48 0.19 1.72  -0.423
O2 -0.24 -0.46 0.48  0.010
C6 0.72 -1.49 0.64  -0.299
C7 1.22 -1.86 -0.75  1.331
C8 2.04 -3.14 -0.68  -1.461
N2 2.09 -0.71 -1.29  -0.215
H12 -0.99 -0.47 2.42  0.313
H13 -1.22 0.98 1.53  -0.090
H14 0.39 0.74 2.08  -0.047
H15 1.62 -1.18 1.18  -0.365
H16 0.29 -2.37 1.14  0.500
H17 0.37 -1.90 -1.44  -0.564
H18 3.05 -2.93 -0.30  0.091
H19 2.14 -3.69 -1.62  0.377
H20 1.64 -3.86 0.05  0.412
H21 1.56 -0.43 -2.13  -0.105
H22 2.85 -1.18 -1.80  0.252
C9 -1.38 -4.41 -5.91  -0.488
O3 -0.53 -3.47 -6.52  -0.402
C10 0.30 -2.73 -5.66  -0.764
C11 -0.40 -1.56 -4.94  1.432
C12 -1.37 -0.83 -5.82  -1.431
N3 0.59 -0.72 -4.22  -0.167
H23 -0.80 -5.17 -5.34  0.358
H24 -1.98 -4.93 -6.64  0.248
H25 -1.95 -3.95 -5.09  0.093
H26 0.88 -3.35 -4.97  0.287
H27 0.97 -2.19 -6.35  0.375
H28 -1.00 -2.04 -4.15  -0.783
H29 -1.05 -0.73 -6.85  0.326
H30 -1.75 0.12 -5.43  0.413
H31 -2.29 -1.45 -5.82  0.324
H32 0.06 0.03 -3.78  -0.026
H33 1.17 -0.28 -4.94  0.266
C13 -6.68 -2.19 -2.32  -0.759
O4 -6.33 -2.65 -1.02  -0.243
C14 -6.51 -1.65 -0.05  -0.604
C15 -5.77 -1.85 1.28  0.533
C16 -4.98 -3.14 1.38  -0.995
N4 -6.65 -1.76 2.53  -0.730
H34 -6.61 -2.98 -3.05  0.203
H35 -5.99 -1.38 -2.64  0.297
H36 -7.70 -1.75 -2.31  0.361
H37 -6.14 -0.68 -0.43  0.366
H38 -7.59 -1.52 0.13  0.272
H39 -5.08 -1.03 1.47  0.041
H40 -4.39 -3.31 2.28  0.405
H41 -4.16 -3.16 0.64  -0.013
H42 -5.58 -4.05 1.30  0.361
H43 -7.47 -1.20 2.27  0.251
H44 -7.03 -2.68 2.75  0.281
C17 -4.25 8.13 0.87  -0.806
O5 -3.14 7.31 1.02  -0.286
C18 -3.35 5.99 0.62  -0.866
C19 -2.73 5.03 1.59  0.460
C20 -1.20 5.12 1.51  -0.755
N5 -3.16 3.63 1.18  -0.708
H45 -5.07 7.75 1.51  0.332
H46 -4.63 8.15 -0.15  0.307
H47 -4.03 9.10 1.32  0.262
H48 -4.41 5.71 0.64  0.431
H49 -2.91 5.79 -0.37  0.194
H50 -3.05 5.28 2.60  0.367
H51 -0.72 4.54 2.30  -0.082
H52 -0.99 6.20 1.62  0.452
H53 -0.70 4.84 0.58  0.178
H54 -2.48 3.26 0.51  0.148
H55 -2.89 3.02 1.97  0.334
C21 -2.69 -3.86 -2.09  -0.399
O6 -2.79 -5.07 -2.80  -0.400
C22 -4.14 -5.46 -3.09  -0.590
C23 -4.33 -6.88 -3.50  0.414
C24 -3.37 -7.27 -4.63  -1.329
N6 -5.68 -7.08 -3.89  -0.728
H56 -3.50 -3.17 -2.33  0.377
H57 -1.75 -3.34 -2.33  -0.160
H58 -2.50 -4.20 -1.07  0.325
H59 -4.90 -5.17 -2.35  0.323
H60 -4.31 -4.82 -4.00  0.254
H61 -4.12 -7.53 -2.65  0.289
H62 -2.36 -6.85 -4.60  0.262
H63 -3.71 -6.97 -5.63  0.315
H64 -3.24 -8.35 -4.61  0.385
H65 -5.84 -6.34 -4.60  0.308
H66 -5.68 -7.90 -4.51  0.308
C25 10.26 2.36 -0.46  -0.744
O7 9.34 1.51 0.16  -0.300
C26 8.10 1.36 -0.58  -0.723
C27 7.23 0.42 0.15  0.423
C28 5.99 -0.03 -0.66  -1.004
N7 6.82 0.99 1.48  -0.635
H67 9.83 3.24 -0.95  0.308
H68 10.82 1.79 -1.21  0.274
H69 10.93 2.72 0.32  0.249
H70 7.64 2.35 -0.75  0.380
H71 8.38 0.97 -1.58  0.373
H72 7.70 -0.53 0.46  0.210
H73 5.49 0.90 -0.97  0.197
H74 5.27 -0.65 -0.12  0.051
H75 6.33 -0.68 -1.49  0.415
H76 6.55 1.97 1.35  0.314
H77 5.91 0.57 1.69  0.127
N8 -0.01 2.31 -1.52  0.271
C29 -0.92 1.74 -2.40  0.173
N9 -1.42 0.45 -2.01  0.235
O8 -1.28 2.26 -3.47  -0.711
H78 0.30 3.24 -1.70  0.207
H79 0.32 1.83 -0.71  -0.309
H80 -1.11 0.05 -1.14  0.069
H81 -2.29 0.20 -2.45  0.173
N10 4.92 -2.70 2.06  -0.320
C30 4.53 -1.61 2.89  -0.022
N11 5.18 -1.57 4.18  -0.394
O9 3.73 -0.71 2.51  -0.286
H82 4.78 -2.64 1.08  0.173
H83 5.52 -3.43 2.38  0.191
H84 6.01 -2.12 4.26  0.222
H85 5.21 -0.63 4.54  0.267
N12 3.00 3.06 -1.09  -0.258
C31 2.98 2.72 0.29  0.298
N13 3.07 1.35 0.51  1.279
O10 2.84 3.58 1.17  -0.718
H86 2.84 2.39 -1.80  0.126
H87 3.23 4.01 -1.27  0.250
H88 3.07 0.68 -0.27  -0.295
H89 2.88 0.88 1.38  -0.403
N14 -0.51 -2.13 5.03  -0.403
C32 0.79 -1.81 4.56  0.581
N15 1.56 -2.81 3.89  -0.285
O11 1.31 -0.73 4.93  -0.658
H90 -0.94 -3.01 4.84  0.163
H91 -1.00 -1.37 5.46  0.243
H92 2.52 -2.58 3.72  0.231
H93 1.11 -3.66 3.62  0.188

***

Number 1: HOMO energy -3.615 eV. Number 2: HOMO energy -9.011 eV.